No. 1
Computed, not measured: the molecule C23H18ClN5O in a non-equilibrium geometry, with ωB97M-V/def2-TZVPD.

XYZ file:
```
48
Properties=species:S:1:pos:R:3:forces:R:3:lowdin_charge:R:1
O 3.359486 -3.128081 0.940093 2.490 -2.060 -1.706 0.12
Cl -2.088083 -0.599193 9.726282 -0.309 0.158 0.488 0.68
N -1.062020 -2.386248 8.032345 0.042 1.258 -0.645 0.08
N -0.341289 -0.886474 -1.199344 0.230 -0.791 -1.070 0.19
C 2.344517 -2.534031 0.969810 -1.665 1.366 2.461 -0.42
C -0.666332 -2.351289 6.798473 0.209 0.309 -1.942 -0.14
C -1.495058 -1.096086 8.214453 -0.051 -0.138 0.177 -0.80
C -1.418613 -0.294736 7.114530 0.356 -1.660 0.730 -0.08
C 0.494590 -1.145869 -0.207777 0.608 -0.103 0.602 -0.20
C -0.371120 -1.732550 -2.246157 2.683 -1.059 1.099 -0.26
C 0.407701 -2.906848 -2.249666 -0.453 -0.441 0.024 0.00
C -0.187742 2.556264 -5.113602 1.495 -1.614 -1.131 -0.11
C 0.530562 1.404200 -5.533175 -0.567 -1.741 1.637 -0.06
C -1.083107 2.455592 -4.079674 -0.652 -0.607 0.924 -0.09
C 1.319104 -3.180135 -1.221734 0.665 0.361 0.450 0.01
C -0.860964 0.361624 4.126977 -0.886 -0.567 0.700 0.00
C 0.584363 -1.569671 4.117699 -1.563 0.444 4.156 0.03
C -0.582930 0.450155 2.744938 -0.475 -0.072 3.219 -0.02
C 0.210005 0.099686 -4.951708 -0.462 2.574 -0.135 0.00
C -1.343986 1.193899 -3.503881 0.150 1.274 0.054 -0.05
C 1.442960 -2.252177 -0.172361 -1.969 0.965 -0.444 -0.04
C 0.984019 -1.313909 2.863876 0.813 -2.035 -2.268 -0.17
C -0.403392 -0.765117 4.829606 1.338 0.339 -2.321 -0.17
C 0.271931 -0.386756 2.125823 0.367 0.514 -0.705 -0.22
C -0.777968 -0.004966 -3.926008 0.740 1.214 -1.636 -0.19
N 1.992329 -2.187042 2.306541 -1.795 1.172 0.711 0.14
N -0.812587 -1.087422 6.135660 -0.381 -1.584 1.768 -0.01
N 0.401471 -0.138172 0.773097 1.100 -0.811 -1.170 0.11
C -2.615861 -1.583315 -2.990859 1.819 -0.110 1.185 -0.02
C -1.138899 -1.369853 -3.441937 -1.976 -0.583 0.086 -0.27
H -0.401392 -3.251232 6.242515 0.281 0.520 0.087 0.13
H -1.987983 0.590934 7.108732 0.205 1.221 -0.898 0.10
H 0.187347 -3.646683 -3.032634 0.513 0.428 0.257 0.12
H 0.097394 3.385999 -5.722898 -0.328 1.100 0.376 0.09
H 1.414190 1.540132 -6.193240 -1.024 -0.352 0.226 0.10
H -1.641515 3.263851 -3.559263 0.701 -0.210 -1.022 0.11
H 2.025193 -4.054585 -1.202789 -1.019 0.863 -0.183 0.14
H -1.553723 1.079130 4.629666 0.625 -0.684 -0.647 0.12
H 1.070500 -2.336054 4.733230 -0.070 0.127 -0.508 0.12
H -1.078784 1.169320 2.175592 -0.713 1.202 -0.729 0.10
H 0.689123 -0.800157 -5.304106 0.216 -0.052 -0.075 0.10
H -1.981852 1.372955 -2.656744 -0.431 -1.180 0.335 0.10
H 2.283602 -2.856413 3.030321 0.446 0.470 -1.054 0.15
H -0.201264 0.615447 0.457754 0.191 -0.372 -0.141 0.13
H -2.946488 -2.600560 -2.940245 0.313 -0.798 -0.027 0.08
H -3.285220 -1.086964 -3.566078 -1.984 1.618 -2.140 0.04
H -2.713131 -1.163622 -2.007476 -0.128 0.177 0.610 0.07
H -0.958849 -2.061177 -4.268682 0.305 -0.047 0.238 0.14
```
Forces are in eV/Å.

Computed properties:
Net charge = 0
Molecular weight = 415.88 u
Frontier orbital gap = 8.0 eV
HOMO energy = -8.0 eV
E_LUMO = 0.01 eV
SMILES = C[C@@H](c1ccccc1)c1ccc2c(n1)Nc1ccc(-n3cnc(Cl)c3)cc1NC2=O
Energy relative to the best compared isomer or geometry (same formula, charge and spin) = 8.3 kJ/mol

***

No. 2
Computed, not measured: the molecule C23H18F2N2O2S in a non-equilibrium geometry, with ωB97M-V/def2-TZVPD.

XYZ file:
```
48
Properties=species:S:1:pos:R:3:forces:R:3:lowdin_charge:R:1
C 1.903458 2.551862 0.861052 0.032 0.064 0.286 -0.05
N 1.574726 2.035800 -0.443272 0.013 0.281 -0.075 -0.07
C 2.205796 1.009547 -1.049246 0.081 0.158 0.088 -0.45
O 1.865897 0.573313 -2.136103 0.050 -0.146 -0.262 0.07
C 3.417996 0.454914 -0.356214 0.247 -0.248 -0.057 -0.18
C 4.663303 0.687023 -0.927298 -0.143 0.042 -0.001 -0.01
C 5.809329 0.158143 -0.359240 0.023 -0.005 0.016 -0.06
C 5.720877 -0.625006 0.779945 0.081 0.026 0.012 -0.07
C 4.484385 -0.890854 1.340851 -0.028 -0.007 -0.015 -0.09
C 3.336895 -0.361743 0.769454 -0.505 -0.013 0.125 -0.47
S 1.765925 -0.690237 1.556070 0.247 0.065 0.031 1.07
C 0.870429 -1.539518 0.291875 0.035 -0.084 0.177 -0.43
C 1.481923 -2.125858 -0.805323 -0.080 -0.105 -0.042 -0.07
C 0.721339 -2.817921 -1.729036 0.000 0.019 0.048 -0.05
C -0.646954 -2.964785 -1.553797 -0.050 -0.035 -0.039 -0.06
C -1.264339 -2.405190 -0.453120 0.087 -0.012 0.068 -0.03
C -0.514114 -1.675416 0.468117 0.550 -0.448 -0.772 -0.26
C -1.149977 -1.065510 1.570235 -0.289 0.247 0.460 -0.22
N -1.666011 -0.553469 2.457642 -0.138 0.096 0.330 0.21
H -2.324408 -2.521080 -0.289692 -0.095 0.029 -0.004 0.11
H -1.229442 -3.518619 -2.273896 -0.057 -0.048 -0.051 0.11
H 1.207419 -3.254310 -2.588056 0.034 -0.042 -0.088 0.11
H 2.548510 -2.039176 -0.943097 0.032 0.026 -0.028 0.11
H 4.396069 -1.509936 2.220339 -0.003 -0.094 0.057 0.10
H 6.612069 -1.038504 1.226934 0.082 -0.033 0.036 0.11
H 6.770948 0.356741 -0.807361 0.085 0.017 -0.039 0.11
H 4.721840 1.293946 -1.818395 0.019 0.044 -0.103 0.13
C 0.436318 2.640942 -1.117384 -0.117 -0.138 -0.239 -0.10
C -0.881199 2.104175 -0.621470 0.086 0.066 -0.051 -0.19
C -1.506891 2.655395 0.491485 -0.081 -0.093 -0.097 -0.03
C -2.714227 2.159033 0.936950 -0.263 -0.180 -0.060 0.00
C -3.318008 1.107388 0.260506 0.028 0.148 -0.008 -0.23
C -2.710105 0.545838 -0.848671 -0.188 -0.080 -0.047 -0.02
C -1.488001 1.041729 -1.272839 -0.016 0.150 0.097 -0.01
H -1.001960 0.594722 -2.127224 0.069 -0.053 -0.111 0.12
H -3.163831 -0.264417 -1.396116 -0.058 -0.026 0.025 0.11
O -4.549016 0.699329 0.786211 0.726 0.567 0.107 0.08
C -5.213449 -0.326196 0.262096 -1.257 -0.791 -0.017 -0.46
F -4.508719 -1.488267 0.245819 0.361 -0.152 0.188 0.07
F -5.574491 -0.130637 -1.036238 0.016 0.288 -0.163 0.08
H -6.130826 -0.492994 0.847834 0.375 0.140 -0.149 0.17
H -3.206804 2.569398 1.802583 -0.057 0.053 0.133 0.12
H -1.052550 3.486611 1.010114 0.051 0.111 0.062 0.11
H 0.487425 3.723267 -0.965728 0.030 -0.071 -0.019 0.13
H 0.545720 2.414910 -2.181165 -0.034 0.156 0.155 0.13
H 2.895886 2.222592 1.161305 -0.068 0.060 0.029 0.09
H 1.893877 3.643388 0.829880 0.031 0.003 -0.005 0.10
H 1.179063 2.213298 1.607133 0.054 0.048 0.012 0.08
```
Forces are in eV/Å.

Computed properties:
Net charge = 0
Molecular weight = 424.47 u
Frontier orbital gap = 8.9 eV
HOMO energy = -8.5 eV
E_LUMO = 0.49 eV
SMILES = CN(Cc1ccc(OC(F)F)cc1)C(=O)c1ccccc1Sc1ccccc1C#N

***

No. 3
Computed, not measured: the molecule C23H18F3NO2 in a non-equilibrium geometry, with ωB97M-V/def2-TZVPD.

XYZ file:
```
47
Properties=species:S:1:pos:R:3:forces:R:3:lowdin_charge:R:1
C -0.485569 2.657571 1.419911 -1.944 -1.236 -0.718 0.02
N 0.206451 1.423260 0.889274 1.259 1.548 -0.477 -0.03
C 1.341333 1.275525 1.688699 -0.055 -0.672 1.919 -0.32
C 2.591101 2.118520 1.266514 1.840 0.957 -0.569 -0.45
F 2.501169 2.803398 0.075743 -0.422 -0.701 1.422 0.11
F 2.932384 3.066898 2.216001 -0.577 -1.342 -1.024 0.11
F 3.658171 1.279750 1.105211 -1.002 0.715 0.475 0.13
O 1.425405 0.666746 2.746983 0.141 0.710 -2.197 0.17
H 0.250263 3.413096 1.739622 -0.290 -0.466 -0.098 0.10
H -1.233347 3.117227 0.710024 1.222 -0.526 0.189 0.11
H -1.139714 2.292436 2.242526 0.621 0.618 0.086 0.10
C 4.159955 -3.815124 -2.263567 -0.782 0.316 0.756 -0.08
O 4.034401 -2.402146 -2.230108 -0.344 0.929 0.524 -0.10
C 2.994513 -1.816660 -1.553181 -0.908 0.530 0.742 -0.23
C 2.770180 -0.396519 -1.730925 0.456 -2.378 -0.317 0.03
C 1.611055 0.159779 -1.253599 0.739 0.194 0.094 -0.08
C 0.716809 -0.562804 -0.483614 -0.349 -1.126 0.681 -0.15
C -0.359382 0.251326 0.194074 -1.555 -0.565 -0.707 -0.26
C -1.291689 -0.465367 1.149548 -1.335 -0.452 1.266 -0.09
C -2.614334 -0.005118 0.922076 -1.034 -1.334 0.589 -0.13
C -3.731820 -0.405701 1.689710 1.831 -0.154 0.226 0.01
C -3.433328 -1.182600 2.847466 -1.169 0.342 -1.067 -0.08
C -2.163767 -1.713950 3.035143 0.432 0.111 -0.110 -0.08
C -1.075951 -1.366844 2.208451 -0.133 0.684 -0.492 -0.01
C -2.668811 0.765215 -0.310124 0.524 0.088 -0.888 -0.14
C -1.378586 0.747243 -0.872520 -0.103 1.610 0.007 -0.08
C -1.145280 1.373118 -2.108938 -0.497 0.308 0.508 0.01
C -2.184773 2.209003 -2.618523 1.232 -1.061 0.656 -0.06
C -3.409762 2.310953 -1.951411 -0.041 -0.326 -0.742 -0.09
C -3.731342 1.453498 -0.902767 0.637 -0.317 0.579 -0.01
C 0.867612 -1.960878 -0.318035 1.195 0.624 -0.053 0.01
C 2.099262 -2.550319 -0.715764 -0.016 0.273 -1.086 0.00
H 4.984074 -3.976835 -2.913827 0.667 -0.355 -0.489 0.08
H 4.377396 -4.219424 -1.266675 -0.008 -0.001 -0.189 0.09
H 3.255715 -4.288616 -2.667515 0.103 0.099 0.096 0.10
H 3.510713 0.190315 -2.249734 -0.006 -0.018 -0.305 0.12
H 1.386240 1.198442 -1.475226 0.401 -0.096 0.436 0.10
H -4.730513 -0.163714 1.295659 0.409 -0.013 0.822 0.11
H -4.251194 -1.402269 3.546609 0.450 -0.202 -0.350 0.10
H -2.015537 -2.452472 3.822859 0.049 0.370 -0.023 0.10
H -0.071998 -1.755449 2.402688 -0.428 0.070 -0.015 0.11
H -0.162809 1.267720 -2.610213 -1.001 0.273 0.211 0.11
H -1.960842 2.730232 -3.542674 -0.329 0.226 0.166 0.10
H -4.124870 3.029904 -2.319940 -0.285 -0.134 -0.153 0.10
H -4.737680 1.283152 -0.503521 0.333 0.670 -0.177 0.11
H 0.059800 -2.595376 0.077067 0.647 0.534 0.277 0.12
H 2.368885 -3.586153 -0.429465 -0.573 0.674 -0.484 0.11
```
Forces are in eV/Å.

Computed properties:
Net charge = 0
Molecular weight = 397.40 u
Frontier orbital gap = 8.5 eV
HOMO energy = -8.2 eV
E_LUMO = 0.29 eV
SMILES = COc1ccc(C2(N(C)C(=O)C(F)(F)F)c3ccccc3-c3ccccc32)cc1
Energy relative to the best compared isomer or geometry (same formula, charge and spin) = 0.0 kJ/mol

***

Q: E_LUMO of number 3 (C23H18F3NO2)?
A: 0.29 eV

***

Q: Number 2 is which compound?
A: C23H18F2N2O2S

***

Q: What is the formula in the first record?
A: C23H18ClN5O

***

Q: Which value of frontier orbital gap does entry 3 give?
A: 8.5 eV